1.
A cluster of 8 separate species, C39H68FN4O27PS in total at a distorted geometry. Source: OMol25; level of theory: ωB97M-V/def2-TZVPD.

Last column: Löwdin charge in e.
Atoms and positions in Å:
C (2.021, -5.975, 0.507)  -0.140
C (1.642, -4.539, -0.192)  -0.271
C (2.823, -3.405, -0.128)  -0.202
C (2.657, -2.186, -1.242)  -0.104
C (2.559, -0.761, -0.371)  -0.336
N (2.924, 0.447, -1.204)  0.042
C (4.245, 0.462, -1.569)  -0.253
C (5.543, 0.633, -0.585)  -0.056
C (4.555, 0.342, -3.208)  -0.056
O (1.317, -0.642, 0.405)  -0.141
C (0.275, 0.125, -0.280)  -0.270
C (-1.213, -0.562, 0.083)  -0.277
C (-1.175, -2.025, -0.697)  -0.023
O (-2.203, 0.380, -0.411)  -0.187
C (-3.595, -0.038, -0.271)  -0.480
C (-3.902, -1.018, 1.036)  -0.121
C (-5.468, -1.033, 1.514)  -0.277
C (-5.728, -2.557, 2.154)  -0.080
F (-5.748, -0.097, 2.667)  -0.137
C (-4.241, -0.813, -1.565)  -0.096
C (-4.189, -0.005, -2.983)  -0.588
N (-4.581, -1.037, -4.064)  0.037
N (-5.174, 1.128, -3.136)  0.058
N (-2.832, 0.513, -3.399)  0.071
P (-4.539, 1.615, 0.160)  1.022
O (-3.724, 2.995, -0.522)  -0.334
O (-6.213, 1.537, -0.269)  -0.351
S (0.197, 1.863, 0.484)  0.840
C (1.897, 2.444, 1.135)  -0.140
O (-0.735, 1.915, 1.757)  -0.405
O (-0.294, 2.861, -0.618)  -0.432
H (1.360, -6.143, 1.487)  0.089
H (1.661, -6.829, -0.244)  0.069
H (3.162, -6.130, 0.716)  0.075
H (1.220, -4.761, -1.264)  0.109
H (0.726, -4.101, 0.435)  0.103
H (3.847, -3.984, -0.331)  0.115
H (2.944, -2.951, 0.969)  0.126
H (3.640, -2.237, -1.905)  0.121
H (1.761, -2.335, -1.979)  0.111
H (3.431, -0.868, 0.440)  0.141
H (5.806, 1.735, -0.290)  0.094
H (5.432, 0.002, 0.420)  0.094
H (6.478, 0.144, -1.142)  0.094
H (5.655, -0.005, -3.432)  0.083
H (3.731, -0.267, -3.782)  0.092
H (4.478, 1.461, -3.612)  0.092
H (0.323, 0.126, -1.448)  0.168
H (-1.167, -0.674, 1.271)  0.164
H (-1.561, -1.793, -1.803)  0.093
H (-0.089, -2.454, -0.836)  0.057
H (-1.796, -2.865, -0.159)  0.093
H (-3.634, -2.148, 0.760)  0.118
H (-3.255, -0.743, 1.982)  0.149
H (-6.255, -0.930, 0.651)  0.121
H (-6.324, -2.449, 3.182)  0.094
H (-4.675, -3.022, 2.465)  0.087
H (-6.321, -3.259, 1.414)  0.089
H (-3.737, -1.876, -1.771)  0.109
H (-5.389, -1.079, -1.372)  0.119
H (-3.736, -1.605, -4.336)  0.069
H (-5.325, -1.623, -3.627)  0.063
H (-6.156, 0.862, -2.917)  0.078
H (-4.871, 2.012, -2.678)  0.051
H (-2.632, 1.382, -2.830)  0.087
H (-2.074, -0.198, -3.300)  0.072
H (-4.387, 3.482, -1.111)  0.065
H (-6.468, 0.709, -0.767)  0.035
H (1.700, 3.038, 2.134)  0.075
H (2.496, 1.474, 1.421)  0.075
H (2.485, 3.090, 0.331)  0.093
O (8.093, 0.348, 0.854)  0.107
C (8.066, 1.213, 1.713)  -0.512
O (8.945, 1.296, 2.754)  0.069
C (8.722, 2.544, 3.382)  -0.142
C (7.313, 2.871, 3.008)  -0.160
O (7.150, 2.225, 1.759)  0.039
H (8.857, 2.463, 4.464)  0.120
H (9.439, 3.272, 2.988)  0.141
H (6.586, 2.459, 3.716)  0.139
H (7.146, 3.947, 2.913)  0.129
O (-3.159, -4.420, -2.575)  0.114
C (-3.118, -4.836, -3.721)  -0.513
O (-3.709, -5.991, -4.144)  0.050
C (-3.628, -6.001, -5.557)  -0.133
C (-2.467, -5.104, -5.841)  -0.132
O (-2.475, -4.206, -4.747)  0.059
H (-3.470, -7.017, -5.929)  0.140
H (-4.566, -5.613, -5.968)  0.140
H (-1.514, -5.644, -5.848)  0.139
H (-2.577, -4.566, -6.786)  0.143
O (0.254, -9.120, -0.014)  0.128
C (-0.840, -8.706, -0.359)  -0.514
O (-1.118, -7.399, -0.640)  0.052
C (-2.412, -7.368, -1.212)  -0.142
C (-3.046, -8.618, -0.694)  -0.135
O (-1.947, -9.490, -0.512)  0.065
H (-2.951, -6.469, -0.902)  0.131
H (-2.316, -7.368, -2.303)  0.126
H (-3.542, -8.467, 0.271)  0.137
H (-3.766, -9.043, -1.400)  0.138
O (7.391, 4.177, 5.211)  0.118
C (8.087, 4.590, 6.124)  -0.472
O (7.816, 5.711, 6.855)  0.079
C (8.719, 5.719, 7.944)  -0.138
C (9.857, 4.884, 7.454)  -0.137
O (9.239, 3.991, 6.547)  0.059
H (9.026, 6.740, 8.186)  0.139
H (8.224, 5.280, 8.817)  0.138
H (10.606, 5.473, 6.914)  0.138
H (10.350, 4.337, 8.262)  0.139
O (-11.809, 1.261, -1.197)  0.130
C (-11.113, 1.674, -0.284)  -0.517
O (-11.384, 2.794, 0.447)  0.063
C (-10.481, 2.803, 1.536)  -0.141
C (-9.343, 1.968, 1.046)  -0.149
O (-9.961, 1.075, 0.139)  0.056
H (-10.174, 3.824, 1.778)  0.138
H (-10.976, 2.364, 2.409)  0.135
H (-8.594, 2.557, 0.506)  0.123
H (-8.850, 1.420, 1.854)  0.139
O (4.814, 5.484, 4.113)  0.134
C (3.720, 5.898, 3.768)  -0.508
O (3.442, 7.204, 3.487)  0.064
C (2.148, 7.236, 2.915)  -0.140
C (1.513, 5.986, 3.432)  -0.139
O (2.613, 5.114, 3.614)  0.047
H (1.609, 8.135, 3.224)  0.138
H (2.244, 7.236, 1.824)  0.137
H (1.018, 6.137, 4.397)  0.139
H (0.794, 5.561, 2.726)  0.138
O (1.798, 1.676, -6.289)  0.119
C (1.524, 2.339, -5.301)  -0.523
O (1.361, 1.824, -4.048)  0.037
C (1.280, 2.923, -3.160)  -0.161
C (0.822, 4.041, -4.038)  -0.133
O (1.339, 3.691, -5.308)  0.060
H (0.577, 2.715, -2.349)  0.079
H (2.272, 3.106, -2.732)  0.127
H (-0.270, 4.100, -4.105)  0.138
H (1.210, 5.011, -3.714)  0.136

Atomic forces in eV per Å
-0.999 -0.672 -0.513
-0.859 0.334 1.246
0.443 -0.844 -0.299
0.410 -0.153 0.634
2.876 0.031 1.096
3.097 -2.628 -1.602
-1.816 0.285 -0.102
0.363 -1.969 -0.275
-0.110 2.007 0.488
-0.416 1.298 -2.420
-1.257 -1.772 0.120
2.480 -0.787 0.512
-0.009 0.465 -0.745
-0.473 -2.005 0.746
-1.462 -1.541 -0.910
-0.108 0.131 0.313
-0.039 -2.220 1.294
0.281 0.465 0.968
0.643 -1.719 -2.911
0.323 -0.602 -0.362
0.145 -0.879 -1.294
0.444 0.419 1.383
0.840 -0.608 0.699
-1.130 0.401 1.282
0.350 1.342 3.050
-2.757 -1.147 -1.876
1.484 -1.300 -1.187
-3.812 4.681 1.196
0.974 -0.462 0.421
3.507 -1.045 -4.131
1.873 -3.303 3.231
1.767 0.407 -2.045
0.954 1.763 1.781
-2.204 0.442 -0.296
1.133 0.719 1.881
1.858 -0.919 -1.485
-2.132 1.375 0.308
-0.535 -1.046 -2.413
-2.087 0.657 1.440
1.521 0.278 1.520
-2.086 -0.112 -1.283
-0.846 -2.068 -0.824
0.075 1.545 -2.159
-2.049 1.308 1.305
-2.267 0.537 0.614
1.695 1.140 1.485
0.191 -2.292 0.645
0.444 0.577 2.213
-0.535 0.265 -2.619
0.626 -0.809 2.489
-2.115 1.131 0.613
1.040 1.807 -1.245
-0.647 2.613 0.377
-1.387 -0.310 -1.936
1.549 0.485 1.938
1.098 -0.161 -2.457
-2.375 0.858 -0.855
1.376 1.471 1.501
-0.948 2.316 0.661
2.294 0.657 -0.161
-1.371 0.648 0.688
1.085 0.165 -0.709
1.334 0.404 -0.134
-0.506 -1.255 -0.365
0.137 -1.592 -0.712
-1.008 0.957 0.299
1.361 -0.728 0.991
0.498 1.389 0.398
0.071 -1.179 -2.240
-1.139 1.960 -0.704
-1.520 -1.573 1.633
0.039 1.721 1.782
0.143 -1.469 -1.388
-0.642 -0.469 -1.090
0.578 0.498 0.948
-0.754 0.959 0.633
0.799 -1.068 -0.573
0.036 -0.175 -0.414
-0.043 -0.034 -0.006
0.125 0.113 -0.125
-0.133 -0.385 -0.124
0.053 -0.862 -2.346
-0.007 0.883 1.966
0.452 0.763 0.697
-0.567 -0.678 -0.873
0.632 0.019 -1.083
-0.580 -0.233 1.078
-0.082 0.125 0.233
0.092 -0.020 0.059
-0.088 0.055 0.024
0.070 0.060 0.276
-2.470 0.925 -0.804
2.308 -0.865 0.749
0.410 -0.882 0.358
-0.584 0.913 -0.478
-1.072 -0.237 0.022
0.910 0.328 0.063
0.274 -0.075 -0.099
-0.033 -0.012 0.110
0.052 -0.001 -0.076
0.200 -0.084 0.151
1.644 1.124 2.472
-1.546 -0.543 -1.663
0.097 -0.835 -0.789
-0.049 0.642 0.932
1.123 -0.005 0.463
-0.891 0.157 -0.419
-0.200 -0.128 -0.144
0.043 0.023 -0.084
-0.083 -0.048 0.037
-0.097 -0.058 -0.259
1.571 0.925 2.058
-1.460 -0.862 -1.936
0.052 -0.708 -0.709
-0.030 0.610 0.937
1.165 0.094 0.482
-0.930 0.156 -0.426
-0.191 -0.128 -0.139
0.029 0.025 -0.073
-0.058 -0.098 0.081
-0.041 -0.040 -0.265
-2.509 0.934 -0.851
2.387 -0.866 0.758
0.367 -0.843 0.342
-0.506 0.853 -0.546
-1.205 -0.228 0.022
0.912 0.328 0.035
0.253 -0.092 -0.011
-0.011 -0.017 0.087
0.057 -0.011 -0.087
0.173 -0.100 0.153
-0.536 1.380 2.052
0.469 -1.339 -1.739
0.135 0.128 -1.346
-0.129 0.011 1.222
-0.456 0.878 0.418
0.333 -0.943 -0.360
0.300 -0.042 -0.291
0.002 -0.018 -0.047
0.084 -0.028 0.012
-0.023 -0.132 -0.231

Calculated values
HOMO in eV: -7.7705
M in g/mol: 1107.01
Net charge: 0
Structure (SMILES): CCCC[C@@H](N=C(C)C)O[C@@H]([C@H](C)O[C@](C[C@@H](C)F)(CC(N)(N)N)P(O)O)S(C)(=O)=O.O=C1OCCO1.O=C1OCCO1.O=C1OCCO1.O=C1OCCO1.O=C1OCCO1.O=C1OCCO1.O=C1OCCO1
Spin multiplicity: 1
Relative energy (zero: lowest compared OMol25 entry of this formula, charge and spin) in kcal per mole: 248.40

***

2.
A cluster of 2 separate species, C3H5NO3 in total at a distorted geometry. Source: OMol25; level of theory: ωB97M-V/def2-TZVPD.

Last column: natural (NBO) charge in e.
Atoms and positions in Å:
C (1.909, 1.051, 0.098)  -0.729
C (0.918, -0.038, 0.354)  0.816
O (-0.145, 0.061, 0.899)  -0.603
O (1.408, -1.303, 0.015)  -0.713
H (1.400, 1.997, -0.064)  0.240
H (2.561, 1.150, 0.965)  0.253
H (2.548, 0.844, -0.755)  0.244
H (0.922, -2.036, 0.420)  0.500
N (-2.271, -0.195, -0.822)  -0.764
C (-3.211, -0.851, -0.429)  0.835
O (-4.344, -1.123, -0.374)  -0.511
H (-1.693, 0.441, -0.306)  0.432

Atomic forces in eV per Å
0.038 0.140 -0.461
0.431 -2.356 0.401
0.046 0.550 0.098
0.478 1.460 -0.016
-0.101 -0.014 0.106
-0.096 -0.082 0.129
-0.049 -0.179 -0.064
-0.447 0.563 -0.018
0.643 -0.917 -0.005
-1.028 3.023 -1.401
-0.115 -1.863 0.874
0.199 -0.324 0.357

Calculated values
HOMO in eV: -10.3965
M in g/mol: 103.08
Net charge: 0
Structure (SMILES): CC(=O)O.N=C=O
Spin multiplicity: 1
Relative energy (zero: lowest compared OMol25 entry of this formula, charge and spin) in kcal per mole: 26.00